A molecular structure, C56H59AsBrHfN5O3PSi at a distorted geometry. Source: OMol25; level of theory: the ωB97M-V functional and the def2-TZVPD basis.

Structure (XYZ):
```
128
Properties=species:S:1:pos:R:3:forces:R:3
Hf 0.540 0.264 0.584 -1.1744 0.3544 -1.1107
C -1.689 0.757 3.200 0.0380 0.3927 0.2205
O -1.025 1.340 2.037 0.2684 -0.5510 0.1185
C -1.621 2.573 1.722 0.0581 0.1752 0.4817
C -2.337 3.346 2.615 -0.0770 -0.0317 -0.0132
C -2.998 4.464 2.116 0.0891 -0.0696 -0.1557
Br -3.976 5.533 3.293 -0.1302 0.0965 0.1056
C -2.943 4.786 0.767 0.1010 0.0138 0.0533
C -2.142 4.041 -0.092 -0.1495 0.0018 -0.2390
C -1.470 2.949 0.425 -0.0833 0.1101 -0.2674
O -0.655 2.108 -0.308 0.1293 -0.0883 0.3728
C -2.096 4.326 -1.536 0.0995 0.1034 0.2399
N -3.122 4.565 -2.278 0.1025 -0.0706 -0.3237
C -2.594 4.773 -3.564 -0.3391 0.1052 0.1559
C -3.255 5.112 -4.744 -0.0269 -0.0374 0.0129
C -2.481 5.337 -5.864 0.0791 -0.0156 -0.0015
C -1.079 5.232 -5.821 -0.0973 -0.0007 -0.0452
C -0.415 4.880 -4.662 0.0038 -0.0369 0.0438
C -1.210 4.650 -3.544 0.2231 -0.0487 0.0906
N -0.890 4.293 -2.228 0.1382 -0.1607 -0.1413
H -2.760 0.895 3.085 -0.0064 -0.0549 -0.0519
H -1.328 1.243 4.102 -0.0322 0.0600 0.0026
H -1.450 -0.284 3.233 0.1632 -0.1418 0.0638
H -2.411 3.100 3.664 -0.0240 0.0619 -0.0233
H -3.497 5.625 0.368 0.0090 -0.0027 0.0344
H -0.725 2.318 -1.262 0.3097 -0.0127 -0.0128
H -4.332 5.215 -4.764 0.0281 0.0033 -0.0082
H -2.956 5.621 -6.793 0.0061 -0.0020 0.0101
H -0.507 5.443 -6.715 -0.0182 -0.0081 0.0074
H 0.665 4.809 -4.633 -0.0191 0.0240 0.0137
H -0.007 4.527 -1.801 -0.0825 0.1500 0.0562
C -2.123 -2.603 2.863 -0.2187 0.1136 -0.0602
As -0.529 -2.062 1.923 1.0315 -0.0858 -0.0734
C 0.820 -2.179 3.326 -0.0450 0.0002 0.1468
C -0.135 -3.680 0.991 -0.3738 -0.2060 -0.1627
H -1.844 -3.544 3.333 -0.1082 -0.0404 0.0643
H -2.935 -2.763 2.157 0.0003 -0.0872 0.0110
H -2.432 -1.887 3.618 -0.0489 -0.1061 0.0739
H 0.934 -3.233 3.577 0.0230 -0.0083 0.0175
H 0.511 -1.624 4.209 0.0190 0.0014 0.0361
H 1.783 -1.789 2.993 0.0025 -0.0146 -0.0477
H -0.081 -4.471 1.738 0.0452 -0.0224 -0.0237
H 0.815 -3.571 0.496 0.0150 -0.0026 -0.0313
H -0.916 -3.898 0.267 0.0066 -0.0483 0.0691
C 3.283 -7.081 3.788 -0.0032 0.0489 -0.0497
C 3.285 -6.062 2.681 -0.0040 -0.0391 0.0726
C 4.152 -4.967 2.730 -0.0204 0.0448 0.0230
C 4.191 -4.040 1.704 -0.0970 0.1016 0.0787
C 3.346 -4.194 0.612 0.1190 0.0594 0.0384
N 3.505 -3.314 -0.523 -0.2943 0.1184 0.0747
C 2.912 -2.142 -0.761 0.7438 0.1611 0.3708
O 2.071 -1.593 0.005 -0.5626 0.0230 0.2845
N 3.393 -1.516 -1.903 -0.3407 -0.0600 0.0050
C 3.082 -0.188 -2.149 0.2701 0.1446 0.0237
C 3.943 0.778 -2.651 0.0594 0.0914 -0.0188
C 3.528 2.105 -2.610 0.0347 0.0103 0.0037
C 2.339 2.438 -1.975 0.1405 -0.2516 -0.0195
N 1.491 1.484 -1.574 -0.1400 0.4187 -0.0916
C 1.826 0.228 -1.778 -0.1497 -0.3086 -0.1428
C 2.489 -5.276 0.532 0.1294 -0.1963 -0.0646
C 2.453 -6.195 1.572 -0.0204 0.0109 -0.0251
H 3.035 -6.618 4.744 0.0014 0.0013 -0.0115
H 4.272 -7.528 3.895 -0.0046 -0.0004 -0.0069
H 2.570 -7.879 3.597 0.0026 0.0105 -0.0021
H 4.824 -4.857 3.573 -0.0212 0.0040 -0.0105
H 4.884 -3.207 1.742 0.0134 -0.0344 -0.0170
H 4.248 -3.574 -1.155 -0.0524 -0.0816 -0.0677
H 4.199 -1.912 -2.362 -0.0041 -0.0412 -0.0096
H 4.918 0.515 -3.045 -0.0189 0.0274 0.0138
H 4.158 2.887 -3.015 0.0166 -0.0243 0.0265
H 2.060 3.468 -1.799 0.0201 -0.0331 0.0084
H 1.037 -0.513 -1.669 -0.0440 0.0229 -0.1207
H 1.876 -5.421 -0.350 0.0165 -0.0055 0.0217
H 1.789 -7.049 1.504 0.0211 0.0060 -0.0096
C -2.058 -4.989 -1.969 0.0053 -0.0009 -0.0080
C -0.890 -4.335 -2.349 -0.0056 0.0102 0.0008
C -0.767 -2.971 -2.143 -0.0294 -0.0104 -0.0749
C -1.813 -2.241 -1.573 -0.0181 -0.0910 0.0577
C -2.984 -2.897 -1.205 0.0083 -0.0619 0.0556
C -3.100 -4.271 -1.398 0.0034 0.0412 0.0201
P -1.580 -0.444 -1.464 0.0471 -0.3201 -0.0697
C -1.677 0.022 -3.218 -0.0133 -0.0699 -0.1287
C -2.592 -0.673 -4.018 0.0055 0.0481 0.0166
C -2.748 -0.341 -5.351 0.0214 -0.0018 -0.0419
C -1.976 0.670 -5.913 -0.0453 -0.0028 0.0095
C -1.063 1.359 -5.132 0.0104 0.0039 0.0315
C -0.923 1.045 -3.784 -0.0171 -0.0294 -0.0302
C -3.089 0.261 -0.738 -0.0264 0.0869 -0.0052
C -3.485 -0.087 0.555 -0.0778 -0.0154 0.0051
C -4.613 0.483 1.127 0.0199 -0.0107 -0.0391
C -5.340 1.437 0.424 -0.0057 0.0014 0.0206
C -4.940 1.809 -0.849 0.0575 0.0106 -0.0241
C -3.826 1.217 -1.436 -0.0106 0.0569 0.0385
H -2.161 -6.054 -2.131 0.0015 0.0218 -0.0049
H -0.086 -4.890 -2.816 -0.0178 0.0116 -0.0039
H 0.139 -2.467 -2.472 -0.0142 0.0085 -0.0115
H -3.817 -2.343 -0.790 -0.0016 -0.0030 -0.0240
H -4.018 -4.775 -1.124 0.0110 0.0037 0.0048
H -3.193 -1.471 -3.601 0.0098 0.0012 0.0073
H -3.464 -0.880 -5.958 0.0066 0.0176 0.0082
H -2.093 0.922 -6.959 0.0205 -0.0122 0.0063
H -0.457 2.139 -5.570 -0.0239 0.0754 0.0221
H -0.214 1.603 -3.191 0.0577 0.0374 0.0041
H -2.934 -0.838 1.107 0.0051 0.0036 -0.0154
H -4.940 0.174 2.114 0.0067 0.0005 -0.0238
H -6.225 1.878 0.866 0.0228 0.0074 0.0011
H -5.490 2.562 -1.398 0.0015 -0.0161 -0.0049
H -3.542 1.509 -2.439 -0.0092 0.0023 0.0190
C 4.300 0.396 1.348 0.3310 -0.0579 -0.0855
Si 2.765 1.348 1.797 -0.4790 -0.0184 -0.1799
C 2.837 3.105 1.153 0.1431 0.2807 0.0885
C 2.589 1.405 3.648 0.2205 0.0083 0.1951
C 3.669 1.855 4.417 0.0045 0.0473 0.0753
C 3.574 1.951 5.798 0.0040 -0.0155 -0.0575
C 2.397 1.595 6.444 -0.0052 0.0001 0.0104
C 1.315 1.139 5.704 0.0221 -0.0169 -0.0164
C 1.427 1.051 4.322 0.0002 -0.0055 0.1819
H 4.556 0.493 0.289 -0.0098 -0.0316 0.0216
H 4.195 -0.663 1.594 0.0116 0.0171 -0.0003
H 5.146 0.784 1.923 0.0036 -0.0374 -0.0565
H 3.261 3.160 0.153 0.0517 0.0386 0.0397
H 3.475 3.700 1.813 -0.0205 0.0019 -0.0243
H 1.855 3.588 1.147 0.0224 0.0016 -0.0024
H 4.600 2.143 3.939 -0.0201 -0.0001 0.0133
H 4.420 2.304 6.374 -0.0118 -0.0047 -0.0086
H 2.325 1.668 7.521 0.0027 0.0071 -0.0222
H 0.399 0.853 6.208 0.0227 0.0068 -0.0216
H 0.588 0.683 3.754 -0.0455 -0.0676 -0.0573
```
Forces are in eV/Å.

orbital gap = 6.03 eV
total charge = +3
HOMO level = -0.541 hartree
LUMO energy = -8.68 eV
DFT total energy = -8156.71916 Eh